(1)
{"formula": "C23H44NOP3Sc", "method": "ωB97M-V/def2-TZVPD", "homo_lumo_gap_ev": [4.1, 2.2], "total_charge": 3, "molar_mass_g_mol": 488.49, "multiplicity": 1, "homo_ev": [-15.334, -16.045], "relative_energy_ev": 1.976, "species": ["Sc", "P", "P", "P", "H", "C", "C", "H", "C", "C", "C", "C", "C", "C", "C", "C", "C", "H", "H", "H", "H", "H", "H", "H", "H", "H", "H", "H", "H", "H", "H", "H", "H", "H", "H", "H", "H", "H", "H", "H", "H", "H", "H", "H", "H", "H", "C", "C", "C", "C", "C", "C", "O", "H", "H", "H", "H", "H", "H", "C", "C", "C", "C", "N", "C", "C", "H", "H", "H", "H", "H", "H", "H"], "coordinates": [[0.24954, -0.03566, 0.60922], [2.02433, -1.13052, 2.39884], [1.90339, 1.95997, 0.35253], [-0.54446, -2.49978, 0.17144], [-0.46309, 1.86815, -8.73843], [-1.40982, 1.32477, -8.60307], [-2.55160, 1.96814, -8.30946], [-2.58074, 3.06099, -8.18883], [3.45144, -2.02127, 1.66760], [2.85470, 0.01105, 3.54702], [1.35798, -2.34214, 3.57930], [1.05205, 2.95136, -0.91132], [2.19737, 3.13560, 1.68864], [3.52394, 1.57920, -0.39015], [-1.81780, -2.32029, -1.11705], [-1.37849, -3.44056, 1.47276], [0.68485, -3.61493, -0.56985], [-1.39257, 0.24064, -8.78708], [-3.51116, 1.43528, -8.23805], [4.16181, -2.36300, 2.43426], [3.97163, -1.35894, 0.96746], [3.10579, -2.87791, 1.07798], [3.44233, -0.53629, 4.29114], [2.12038, 0.60649, 4.09148], [3.51182, 0.71111, 3.03031], [1.94325, -3.26559, 3.61718], [0.34060, -2.61286, 3.30186], [1.30091, -1.92312, 4.58790], [1.47787, 3.95998, -0.92524], [-0.01389, 3.00327, -0.65443], [1.12046, 2.48380, -1.90120], [3.20054, 3.56588, 1.57308], [2.12731, 2.61799, 2.65246], [1.41263, 3.90289, 1.65476], [3.95291, 2.52251, -0.76100], [3.38246, 0.86911, -1.21856], [4.16595, 1.09429, 0.36299], [-2.45763, -3.21148, -1.14332], [-1.34876, -2.14222, -2.09345], [-2.42367, -1.43278, -0.89133], [-2.15727, -4.05041, 0.99368], [-1.84522, -2.74127, 2.18138], [-0.64478, -4.05998, 2.00487], [0.13897, -4.39549, -1.12047], [1.32787, -4.03444, 0.21949], [1.31375, -3.03276, -1.25889], [-0.65523, 0.44067, -2.26747], [0.53921, -0.01271, -2.89236], [0.57018, -0.13015, -4.26867], [-0.58703, 0.19401, -4.98859], [-1.77300, 0.61815, -4.36998], [-1.82117, 0.75034, -2.99409], [-0.73454, 0.55916, -0.94396], [1.69667, -0.78225, -0.36634], [1.41231, -0.29279, -2.28562], [1.50749, -0.46172, -4.72341], [-0.55343, 0.12269, -6.06732], [-2.66122, 0.85194, -4.94947], [-2.69810, 1.03162, -2.40023], [-3.79874, 1.34719, 5.34337], [-2.80474, 1.08847, 4.28279], [-1.50786, 1.60886, 4.35740], [-0.58923, 1.30615, 3.36504], [-0.94977, 0.52525, 2.29927], [-2.21623, 0.03517, 2.21388], [-3.16029, 0.29301, 3.18450], [-4.13714, 0.41313, 5.79736], [-3.33634, 1.97783, 6.10296], [-4.68280, 1.84694, 4.94248], [-1.18332, 2.26390, 5.19353], [0.44332, 1.66722, 3.33603], [-2.42558, -0.56307, 1.31451], [-4.17127, -0.12783, 3.07589]], "forces_ev_per_a": [[1.2, -0.7, 1.3], [0.8, -0.2, 0.1], [0.2, -0.3, -0.4], [0.4, -0.1, -0.3], [-0.4, -0.2, 0.1], [3.5, -1.9, -1.2], [-3.6, 2.1, 0.6], [0.0, -0.5, 0.0], [0.1, 0.1, -0.2], [0.2, 0.3, 0.2], [-0.6, -0.4, 0.3], [-0.1, 0.3, -0.1], [0.1, 0.1, 0.3], [-0.1, 0.1, 0.0], [-0.3, 0.0, -0.1], [-0.3, -0.1, 0.1], [-0.1, -0.1, -0.1], [0.0, 0.4, 0.1], [0.4, 0.2, 0.0], [-0.3, 0.1, -0.2], [-0.1, -0.1, 0.1], [0.0, 0.1, 0.2], [0.0, 0.0, -0.2], [0.0, -0.1, 0.1], [0.1, -0.1, -0.1], [0.1, 0.2, 0.0], [0.0, 0.0, 0.1], [0.1, 0.0, -0.1], [-0.1, -0.1, -0.2], [0.3, 0.2, 0.0], [0.2, 0.2, 0.2], [-0.3, 0.2, 0.2], [0.2, 0.3, -0.2], [0.3, 0.0, 0.1], [0.2, -0.4, 0.2], [0.1, 0.3, 0.3], [-0.1, 0.3, -0.3], [0.1, 0.2, -0.2], [-0.1, -0.2, 0.2], [-0.1, -0.3, -0.1], [0.2, -0.1, 0.4], [0.1, -0.4, -0.1], [-0.4, 0.1, -0.1], [0.4, 0.0, 0.2], [-0.3, 0.0, -0.4], [-0.2, -0.2, 0.2], [-0.1, 0.1, 2.7], [0.5, -0.2, -0.5], [0.1, -0.1, 0.6], [0.3, 0.0, -0.3], [-0.4, 0.2, 0.8], [-0.3, 0.0, -0.8], [-0.4, 0.1, -3.4], [-0.1, -0.1, -0.1], [-0.5, 0.4, -0.1], [-0.5, 0.1, -0.2], [0.0, -0.1, -0.1], [0.2, -0.1, 0.0], [0.3, 0.0, -0.5], [0.0, 0.4, 0.5], [0.0, -0.3, -0.4], [0.8, 0.4, 0.2], [-0.9, -0.7, -0.9], [-0.4, 0.5, 1.1], [0.6, 0.5, 0.2], [-0.1, -0.3, -0.4], [0.1, 0.0, 0.0], [-0.3, -0.1, 0.1], [0.0, 0.0, 0.0], [-0.4, -0.6, -0.6], [-0.6, -0.1, 0.2], [-0.1, 0.3, 0.5], [0.5, 0.3, 0.2]]}

***

(2)
{"formula": "C6H10", "method": "ωB97M-V/def2-TZVPD", "homo_lumo_gap_ev": 8.1, "total_charge": 0, "molar_mass_g_mol": 82.15, "multiplicity": 1, "homo_ev": -7.880, "relative_energy_ev": 4.997, "species": ["C", "C", "C", "C", "C", "C", "H", "H", "H", "H", "H", "H", "H", "H", "H", "H"], "coordinates": [[-2.30838, -0.27036, 0.29678], [-0.94566, -0.25017, -0.38762], [-0.00773, 0.81231, 0.20199], [1.36300, 0.78774, -0.41569], [2.26679, -0.22979, -0.15972], [2.63371, -1.37036, 0.36581], [-2.20672, -0.48878, 1.36620], [-2.95779, -1.03512, -0.14099], [-2.81620, 0.69678, 0.20120], [-0.45699, -1.22769, -0.28983], [-1.06609, -0.06257, -1.46269], [-0.44825, 1.80927, 0.07028], [0.09800, 0.63282, 1.28271], [2.12460, -0.24376, -1.33075], [1.60067, 1.53346, -1.17182], [3.14793, -1.39215, 1.32917]], "forces_ev_per_a": [[0.0, 0.0, 0.0], [0.0, -0.1, 0.0], [0.0, 0.0, 0.1], [0.0, 0.0, 0.0], [0.0, -0.2, 0.4], [-0.1, 0.4, -0.1], [0.0, 0.0, -0.2], [0.1, 0.1, 0.1], [0.1, -0.1, 0.0], [-0.1, 0.1, 0.0], [0.0, 0.0, 0.1], [0.1, -0.1, 0.0], [0.0, 0.0, -0.2], [-0.1, 0.0, -0.2], [0.1, -0.1, 0.1], [0.0, 0.0, -0.1]]}

***

(3)
{"formula": "C12H33As2CrF12N3O3", "method": "ωB97M-V/def2-TZVPD", "homo_lumo_gap_ev": [7.8, 9.5], "total_charge": 1, "molar_mass_g_mol": 697.23, "multiplicity": 4, "homo_ev": [-14.018, -14.021], "relative_energy_ev": 2.223, "s2": 3.779, "species": ["Cr", "As", "F", "F", "F", "F", "F", "F", "As", "F", "F", "F", "F", "F", "F", "C", "C", "C", "O", "C", "N", "H", "H", "H", "H", "H", "H", "H", "H", "H", "H", "H", "C", "C", "C", "O", "C", "N", "H", "H", "H", "H", "H", "H", "H", "H", "H", "H", "H", "C", "C", "C", "O", "C", "N", "H", "H", "H", "H", "H", "H", "H", "H", "H", "H", "H"], "coordinates": [[-0.21985, 0.14832, 0.11489], [-3.36590, 2.27399, -0.69787], [-3.99711, 0.71187, -0.05477], [-2.95790, 1.32984, -2.17262], [-2.58487, 3.76501, -1.31054], [-3.71021, 3.06986, 0.82652], [-1.79059, 1.67164, -0.09030], [-4.91259, 2.76859, -1.50621], [3.70816, -0.33921, -0.66697], [3.54945, -2.10309, -0.25042], [4.04120, 0.12670, 1.00183], [3.81015, 1.39603, -1.08650], [3.32207, -0.66652, -2.37918], [1.91446, -0.06145, -0.39198], [5.43289, -0.61285, -1.06780], [-0.22761, 1.05773, -4.17662], [0.30883, 0.80327, -2.72534], [0.59062, 2.14514, -2.06599], [0.64505, 2.13517, -0.61438], [0.99856, 3.42002, -0.00698], [-0.67390, 0.06654, -1.92742], [-1.27927, 1.34354, -4.15582], [0.00019, 0.18162, -4.78377], [0.34714, 1.77729, -4.75972], [1.31160, 0.38999, -2.61696], [-0.31236, 2.72049, -2.27014], [1.49964, 2.66864, -2.36219], [1.94204, 3.74748, -0.44367], [1.01546, 3.50304, 1.07972], [0.30614, 4.20261, -0.31717], [-0.79797, -0.70248, -2.57033], [-1.53034, 0.52634, -2.20163], [-3.49970, -2.83191, 1.12569], [-1.99106, -2.27063, 0.85082], [-1.26445, -2.89601, -0.42450], [-0.09411, -2.20440, -0.63192], [0.76307, -2.77973, -1.60742], [-1.94143, -0.78127, 0.83239], [-4.23835, -2.30905, 0.51814], [-3.63376, -2.79364, 2.20674], [-3.46558, -3.88768, 0.85685], [-1.34956, -2.66520, 1.63878], [-1.89054, -2.85612, -1.31586], [-1.09225, -3.95843, -0.25210], [1.31438, -3.67675, -1.32543], [1.54333, -2.03894, -1.78214], [0.28490, -2.88028, -2.58176], [-2.83606, -0.54225, 0.42917], [-2.25522, -0.65595, 1.78420], [1.48151, 1.72192, 3.78185], [1.15571, 0.96639, 2.53727], [1.25544, -0.59463, 2.82133], [1.01584, -1.37309, 1.59671], [1.38447, -2.75614, 1.82279], [-0.18252, 1.24595, 1.94389], [1.23717, 2.78416, 3.77547], [2.54637, 1.69038, 4.01245], [1.02772, 1.43134, 4.72933], [1.94100, 1.22562, 1.82718], [0.63250, -0.94386, 3.64479], [2.25873, -0.85765, 3.15649], [1.04413, -3.10454, 2.79792], [2.46101, -2.82747, 1.97804], [0.95681, -3.40938, 1.06222], [-0.65627, 1.11705, 2.82652], [-0.29635, 2.24703, 2.01443]], "forces_ev_per_a": [[-1.1, 0.5, -0.2], [-2.9, 1.8, -1.7], [-0.1, 1.3, -0.4], [-0.5, 1.0, 0.6], [-0.4, -2.1, 0.7], [0.5, -1.0, -1.2], [0.4, 0.3, 0.4], [2.3, -1.0, 1.6], [3.2, -0.2, -1.4], [-0.3, 2.4, -0.3], [-0.7, -0.7, -1.0], [-0.4, -1.5, 0.4], [-0.3, 0.0, 1.5], [0.2, -0.4, -0.1], [-2.2, 0.5, 0.8], [1.3, -0.7, 0.5], [2.4, 2.1, 0.1], [-1.5, 1.9, 0.6], [0.1, -0.9, 1.3], [-0.2, 0.6, -1.7], [0.6, -0.3, -1.2], [0.1, -0.1, -0.1], [-0.7, -0.5, 0.1], [0.0, 0.6, 0.6], [-0.4, -1.2, -0.9], [0.2, 0.8, -0.3], [-0.1, -0.4, -0.7], [0.3, -0.3, 0.4], [0.2, -1.0, -0.1], [-0.5, -0.2, -0.2], [0.1, -1.6, 0.8], [-0.9, 0.7, 1.0], [2.8, 0.4, -0.5], [0.0, -2.5, -1.4], [-2.4, 0.2, 0.9], [0.9, 0.2, 0.2], [1.2, 1.2, -0.9], [-0.2, -1.9, 0.5], [-0.1, 0.0, 0.3], [-0.5, 0.3, -0.2], [-0.2, 0.0, -0.1], [-0.1, 0.5, 0.4], [-0.3, 0.2, -0.2], [0.1, -0.1, 0.3], [-0.6, -0.2, 0.4], [0.0, -0.1, 0.1], [-0.5, -0.4, 0.1], [-0.1, 0.9, -1.3], [0.7, 1.1, 0.8], [0.2, 1.0, 1.6], [1.5, -2.1, -0.2], [0.7, 0.4, -1.1], [-0.6, 0.8, 1.5], [0.1, 0.2, 0.8], [1.2, -0.2, 2.1], [0.0, 0.2, -0.7], [0.1, -0.1, -0.4], [-0.5, -0.7, -0.2], [-0.1, -0.2, -0.3], [-0.7, 0.2, -0.1], [0.3, 0.4, -0.1], [-0.8, 0.2, 0.1], [0.2, 0.0, -0.9], [0.5, 0.4, 0.0], [-1.6, -1.3, -0.1], [0.1, 0.8, -1.5]]}

***

(4)
{"formula": "C24H25N6P2Se2V", "method": "ωB97M-V/def2-TZVPD", "homo_lumo_gap_ev": [7.3, 7.9], "total_charge": 2, "molar_mass_g_mol": 668.32, "multiplicity": 3, "homo_ev": [-13.720, -13.779], "s2": 2.035, "species": ["V", "C", "N", "C", "C", "N", "C", "P", "C", "N", "C", "C", "N", "C", "C", "N", "C", "C", "N", "C", "H", "H", "H", "H", "H", "H", "H", "H", "H", "H", "H", "H", "H", "H", "H", "Se", "P", "Se", "C", "C", "C", "C", "C", "C", "C", "C", "C", "C", "C", "C", "H", "H", "H", "H", "H", "H", "H", "H", "H", "H"], "coordinates": [[0.82241, -0.55290, 0.03012], [6.18723, 0.32655, -0.01891], [4.97811, -0.50721, 0.00081], [4.96883, -1.87638, 0.00858], [3.66066, -2.26295, 0.02654], [2.87602, -1.14436, 0.02979], [3.69578, -0.09621, 0.01458], [3.11540, 1.63662, 0.00000], [2.00207, 1.50118, 1.45581], [1.26258, 0.43555, 1.77651], [0.70643, 0.67142, 2.99964], [1.13384, 1.89068, 3.43398], [1.94952, 2.39942, 2.45972], [2.66317, 3.68231, 2.53586], [1.99637, 1.46954, -1.44988], [1.25671, 0.39645, -1.74057], [0.70837, 0.59338, -2.97385], [1.14813, 1.79316, -3.44848], [1.95391, 2.33476, -2.48313], [2.67304, 3.61151, -2.59844], [7.04270, -0.34103, -0.01326], [6.21807, 0.95699, 0.86566], [6.20797, 0.92973, -0.92262], [5.88178, -2.44635, 0.00146], [3.25046, -3.25793, 0.03733], [0.03527, -0.02764, 3.46711], [0.94241, 2.43741, 4.34127], [2.28817, 4.21901, 3.40121], [2.46654, 4.26448, 1.64037], [3.72936, 3.50525, 2.65212], [0.04248, -0.12274, -3.42336], [0.96925, 2.30752, -4.37706], [2.27772, 4.13826, -3.46088], [3.73444, 3.42476, -2.74129], [2.50603, 4.20782, -1.70640], [-0.55281, -2.47089, 0.02857], [-2.26459, -1.05504, 0.02934], [-1.40055, 0.91620, 0.01190], [-3.26385, -1.41289, -1.40611], [-3.96903, -2.61965, -1.43064], [-4.73624, -2.94350, -2.53389], [-4.81175, -2.06335, -3.60938], [-4.12119, -0.86225, -3.58232], [-3.34146, -0.53402, -2.48196], [-3.28173, -1.39600, 1.46030], [-3.02733, -2.42265, 2.36310], [-3.90007, -2.64257, 3.42120], [-5.01817, -1.83932, 3.57883], [-5.27236, -0.80819, 2.67978], [-4.40987, -0.58559, 1.62348], [-3.93451, -3.30647, -0.59242], [-5.28344, -3.87600, -2.55415], [-5.42142, -2.31732, -4.46635], [-4.19896, -0.17707, -4.41570], [-2.80881, 0.40823, -2.44702], [-2.16112, -3.06213, 2.25360], [-3.70668, -3.44678, 4.11809], [-5.69784, -2.01541, 4.40191], [-6.14641, -0.18335, 2.80319], [-4.62102, 0.21794, 0.92632]], "forces_ev_per_a": [[-0.4, 0.3, 0.0], [-0.2, -0.2, 0.0], [0.2, -0.1, 0.0], [0.1, 0.1, 0.0], [-0.1, 0.0, 0.0], [-0.1, -0.1, 0.0], [-0.2, 0.1, 0.0], [0.2, 0.1, 0.0], [0.2, -0.2, 0.0], [0.0, 0.2, -0.2], [-0.1, 0.0, -0.1], [0.2, 0.1, 0.0], [0.0, 0.2, 0.0], [-0.1, -0.2, 0.0], [0.3, -0.2, 0.0], [0.0, 0.2, 0.2], [0.0, -0.1, 0.1], [0.1, 0.1, 0.0], [0.0, 0.1, 0.0], [-0.1, -0.2, 0.0], [0.0, 0.1, 0.0], [0.0, 0.0, 0.0], [0.0, 0.0, 0.0], [0.0, 0.0, 0.0], [0.0, 0.0, 0.0], [0.0, 0.0, 0.0], [0.0, -0.1, 0.0], [0.0, 0.0, 0.0], [0.0, 0.0, 0.0], [0.0, 0.0, 0.0], [0.0, 0.0, 0.0], [0.0, -0.1, 0.0], [0.0, 0.0, 0.0], [0.0, 0.1, 0.0], [0.0, 0.0, 0.0], [0.2, -0.3, 0.0], [-0.1, -0.2, 0.0], [0.1, -0.2, 0.0], [-0.1, 0.0, -0.2], [0.0, -0.1, 0.0], [0.0, 0.1, -0.1], [0.0, -0.1, 0.0], [0.0, 0.0, 0.0], [0.0, 0.0, 0.0], [-0.2, 0.1, 0.2], [0.1, 0.0, 0.0], [0.0, 0.0, 0.0], [0.0, 0.0, 0.0], [0.0, 0.0, 0.1], [0.0, 0.0, -0.1], [0.0, 0.0, 0.0], [0.0, 0.0, 0.0], [0.0, 0.0, 0.0], [0.0, 0.0, 0.0], [0.0, 0.0, 0.0], [0.0, 0.0, 0.0], [0.0, 0.0, 0.0], [0.0, 0.0, 0.0], [0.0, 0.0, 0.0], [0.0, 0.0, 0.0]]}

***

Total energy (hartree)
-2816.54880; -234.41889; -7581.34997; -7687.31681